Entry 1:
ORCA calculation (the ωB97M-V functional and the def2-TZVPD basis) on a 15-piece molecular cluster, C120H138O30 overall at a distorted geometry.

Results
Total energy, eV: -188087.037
Lowest unoccupied orbital energy, Ha: -0.050
Kohn-Sham gap, eV: 7.4942
2S+1: 1

Each line ends with the Mulliken charge.
Element x y z (Å)
C  -2.10825  -8.94287  3.43735  -0.765
O  -2.69431  -7.63745  3.41081  -0.366
C  -2.55673  -6.84281  2.20879  -0.282
C  -3.71685  -5.88666  2.27931  -0.361
O  -3.77906  -4.95434  1.19801  -0.082
C  -5.04139  -4.37354  1.02765  -0.726
H  -1.04387  -8.84106  3.22562  0.253
H  -2.54939  -9.67639  2.76248  0.330
H  -2.19572  -9.50068  4.36971  0.290
H  -2.51783  -7.38713  1.26523  0.380
H  -1.56500  -6.42226  2.37524  0.120
H  -3.72460  -5.52644  3.30803  0.200
H  -4.61330  -6.50237  2.20588  0.280
H  -5.40789  -3.85665  1.91455  0.309
H  -5.71925  -5.22225  0.93646  0.357
H  -5.00402  -3.65830  0.20598  0.113
C  4.88554  -8.41801  7.34410  -0.952
O  4.55789  -7.42593  6.33530  -0.235
C  5.46890  -6.31192  6.42616  -0.949
C  4.92668  -5.31418  5.38363  0.458
O  5.78272  -4.26642  5.14466  -0.564
C  5.26778  -3.31723  4.25275  0.723
H  4.62303  -7.97945  8.30683  0.319
H  5.94518  -8.66568  7.40662  0.338
H  4.17323  -9.23931  7.26548  0.308
H  6.51592  -6.49877  6.18753  0.524
H  5.59497  -5.87348  7.41610  0.372
H  3.91210  -5.08316  5.70823  0.106
H  4.99486  -5.82131  4.42119  -0.115
H  5.96394  -2.48752  4.37538  0.255
H  4.24709  -2.99377  4.45688  -0.478
H  5.19065  -3.70710  3.23779  -0.163
C  2.55077  6.21435  -1.43607  -0.544
O  2.99082  5.82087  -2.76281  0.135
C  4.40413  5.97435  -3.05714  -0.647
C  4.71665  5.27824  -4.41457  -0.907
O  4.47465  3.82843  -4.25659  0.090
C  4.87358  3.17109  -5.45688  -0.800
H  1.56484  5.82416  -1.18351  -0.189
H  2.49005  7.29029  -1.27249  0.373
H  3.09702  5.82759  -0.57576  0.407
H  4.95039  5.59861  -2.19197  0.217
H  4.59765  7.03844  -2.92165  0.414
H  5.76265  5.55247  -4.55160  0.464
H  4.21603  5.91169  -5.14685  0.413
H  5.84444  3.54827  -5.77820  0.444
H  4.20405  3.28115  -6.30994  0.324
H  5.01288  2.11995  -5.20428  0.057
C  8.44920  1.08376  -8.19420  -0.658
O  7.74324  -0.06199  -8.27658  -0.342
C  8.00152  -0.98693  -7.19055  -0.652
C  7.05870  -0.49948  -6.07940  0.207
O  7.26612  -1.38502  -4.99597  -0.501
C  6.46503  -1.09891  -3.89231  -0.345
H  9.49967  0.87854  -7.98809  0.330
H  8.18587  1.59747  -7.26961  0.238
H  8.20527  1.63645  -9.10147  0.223
H  9.03124  -1.21956  -6.91915  0.380
H  7.71147  -1.98244  -7.52660  0.298
H  6.03364  -0.66834  -6.40929  -0.007
H  7.31227  0.48829  -5.69454  0.231
H  6.66002  -0.09994  -3.50226  0.158
H  6.75580  -1.84703  -3.15484  0.238
H  5.38433  -1.23081  -3.94516  0.197
C  1.84208  -4.28662  10.42926  -0.710
O  2.30395  -5.40684  9.67480  -0.476
C  2.15176  -5.27384  8.27871  0.994
C  0.74156  -5.67384  7.76877  -0.522
O  0.69375  -5.85876  6.33267  -0.006
C  1.12653  -7.17232  6.00527  -0.663
H  2.29157  -4.27174  11.42215  0.284
H  0.75285  -4.32403  10.41209  0.284
H  2.17622  -3.32492  10.03992  0.280
H  2.82944  -6.01748  7.85937  -0.494
H  2.46801  -4.28138  7.95759  0.044
H  0.17502  -4.74423  7.82311  0.024
H  0.24680  -6.53267  8.22233  0.333
H  0.81676  -8.01633  6.62154  0.362
H  2.19740  -7.33592  5.88456  0.147
H  0.54809  -7.34473  5.09765  0.176
C  -3.95820  -1.21675  3.99860  -0.411
O  -3.18876  -1.72357  5.10508  0.112
C  -3.95079  -2.67699  5.79877  -0.655
C  -3.16349  -3.38997  6.88656  -0.236
O  -3.14357  -2.55079  8.09146  -0.458
C  -2.53453  -1.26310  8.09886  -0.253
H  -3.49346  -0.36328  3.50493  -0.152
H  -4.98036  -0.92224  4.23642  0.335
H  -3.90761  -2.01606  3.25925  0.224
H  -4.11218  -3.51808  5.12451  0.235
H  -4.74865  -2.14623  6.31820  0.423
H  -2.12364  -3.62309  6.65750  0.102
H  -3.77681  -4.26498  7.10174  0.308
H  -1.46068  -1.31362  7.91888  -0.005
H  -2.57429  -0.81711  9.09264  0.325
H  -3.04207  -0.65084  7.35344  0.144
C  -10.19894  -0.58627  -3.80588  -0.768
O  -8.85099  -0.06290  -3.68755  -0.313
C  -8.32352  -0.01601  -2.30633  -0.905
C  -6.88504  0.39090  -2.27477  0.169
O  -5.96764  -0.73183  -2.53467  -0.483
C  -4.64163  -0.43333  -2.33528  -0.528
H  -10.71555  0.30862  -3.45892  0.322
H  -10.48086  -1.50526  -3.29200  0.287
H  -10.47128  -0.70650  -4.85444  0.249
H  -8.55505  -0.97564  -1.84415  0.368
H  -8.92236  0.56531  -1.60521  0.466
H  -6.57485  0.76956  -1.30086  0.050
H  -6.60292  1.16449  -2.98895  0.238
H  -4.36416  0.39123  -2.99195  0.168
H  -4.06151  -1.30285  -2.64431  0.222
H  -4.51633  -0.23192  -1.27141  0.549
C  6.67494  -1.52138  1.75401  -0.146
O  7.22391  -1.05735  0.51043  -0.303
C  7.71697  0.21146  0.37026  -0.517
C  6.58663  1.32737  0.69552  0.161
O  6.88170  2.67035  0.13887  -0.556
C  6.23861  2.87728  -1.10120  0.036
H  7.44620  -1.63512  2.51580  0.438
H  6.25554  -2.52027  1.63392  -0.280
H  5.98918  -0.73744  2.07536  0.167
H  8.10656  0.26548  -0.64630  0.230
H  8.56662  0.23950  1.05248  0.339
H  6.46581  1.28542  1.77799  0.381
H  5.63674  1.02150  0.25704  -0.113
H  6.33595  1.97241  -1.70105  0.009
H  6.56513  3.76980  -1.63495  0.285
H  5.15935  3.00559  -1.01851  -0.056
C  -4.06890  2.26180  1.31105  -0.286
O  -4.35460  3.49140  1.96354  0.020
C  -4.58440  3.31940  3.36919  -0.287
C  -4.43599  4.59829  4.07493  -0.960
O  -3.19391  5.25369  3.76369  -0.046
C  -2.96513  6.45057  4.50020  -1.014
H  -4.42939  2.22673  0.28298  -0.314
H  -4.70051  1.50490  1.77608  0.383
H  -3.00978  2.00468  1.29509  0.172
H  -3.94333  2.55820  3.81383  0.078
H  -5.62964  3.02086  3.44953  0.528
H  -4.59151  4.32036  5.11736  0.414
H  -5.19297  5.35026  3.85216  0.424
H  -1.91408  6.66792  4.69036  0.275
H  -3.35859  6.43031  5.51650  0.378
H  -3.30870  7.37711  4.04022  0.296
C  1.20274  4.79385  1.46155  -1.025
C  -0.15835  4.54399  1.73748  -0.966
C  -0.63084  3.43734  2.33874  -0.556
C  0.31546  2.46017  2.79795  0.418
C  1.66745  2.59709  2.46620  0.044
C  2.11328  3.75776  1.82312  -0.542
C  2.62501  1.47736  2.73740  1.083
O  3.77055  1.50938  2.29622  -0.875
C  2.18995  0.54873  3.79732  0.959
C  3.18308  -0.15990  4.53068  -0.977
C  2.75302  -1.07962  5.52862  -0.478
C  1.41629  -1.28763  5.87321  -0.974
C  0.49841  -0.48569  5.21273  -0.362
C  0.84818  0.44167  4.23696  -0.335
C  -0.16303  1.32563  3.62735  0.405
O  -1.30863  1.11293  3.76627  -0.649
H  1.55293  5.68984  0.97065  0.905
H  -0.81190  5.38767  1.57171  0.737
H  -1.70320  3.44378  2.46684  0.568
H  3.14367  3.95908  1.56982  0.515
H  4.21150  -0.30297  4.23355  0.358
H  3.44397  -1.76179  6.00151  0.564
H  1.03232  -2.08692  6.48972  0.545
H  -0.54887  -0.68616  5.38424  0.571
C  6.18547  -5.83868  0.73332  -0.759
C  5.44077  -6.63204  1.53156  -0.453
C  4.07853  -6.75312  1.30935  -0.369
C  3.46001  -6.02298  0.27626  0.568
C  4.18607  -5.13213  -0.56203  0.035
C  5.58727  -5.11894  -0.33294  -0.472
C  3.50257  -4.40193  -1.72427  0.623
O  4.21821  -3.71310  -2.47422  -0.766
C  2.03319  -4.39347  -1.77783  -0.315
C  1.37293  -3.49550  -2.62870  -0.695
C  0.03506  -3.22084  -2.42207  0.174
C  -0.79502  -4.03142  -1.58893  -0.854
C  -0.13197  -4.99853  -0.79640  -0.722
C  1.28285  -5.14308  -0.80038  0.228
C  1.89493  -6.15866  0.12743  -0.123
O  1.18019  -6.86302  0.77383  -0.618
H  7.25231  -5.69280  0.81683  0.457
H  5.88597  -7.22966  2.31325  0.420
H  3.44796  -7.29422  1.99927  0.523
H  6.17331  -4.45945  -0.95586  0.630
H  1.89530  -2.99755  -3.43218  0.766
H  -0.47288  -2.49337  -3.03784  0.486
H  -1.85561  -3.89260  -1.43970  0.646
H  -0.64636  -5.67143  -0.12631  0.536
C  -1.09441  3.36250  -6.12048  -0.832
C  0.01399  3.87854  -5.48134  0.231
C  -0.07419  5.07872  -4.85032  -1.352
C  -1.34974  5.71085  -4.67074  0.385
C  -2.49241  5.16279  -5.26908  0.137
C  -2.34204  3.98433  -6.02474  -0.880
C  -3.85630  5.84822  -5.14645  0.640
O  -4.87857  5.39810  -5.61661  -0.690
C  -3.88489  7.15257  -4.43793  0.283
C  -5.08691  7.91867  -4.37159  -0.589
C  -5.12245  9.16133  -3.77002  -0.748
C  -3.95800  9.67807  -3.14345  -0.667
C  -2.71418  8.93475  -3.15894  -0.187
C  -2.68223  7.72443  -3.80474  0.375
C  -1.37842  6.92268  -3.82232  0.769
O  -0.38165  7.39719  -3.15720  -0.784
H  -1.13410  2.36140  -6.52376  0.509
H  1.00330  3.45046  -5.41481  0.398
H  0.84160  5.61035  -4.63793  0.570
H  -3.16364  3.56588  -6.58712  0.586
H  -5.93620  7.47080  -4.86606  0.524
H  -6.10300  9.61319  -3.79739  0.446
H  -3.97630  10.66517  -2.70562  0.421
H  -1.83388  9.22801  -2.60624  0.550
C  -4.02808  -3.24337  -7.63199  -0.410
C  -4.53273  -2.49027  -6.60643  -0.729
C  -3.71352  -1.73795  -5.82681  -0.269
C  -2.34754  -1.55727  -6.05469  0.350
C  -1.78290  -2.37025  -7.14438  0.353
C  -2.68155  -3.11460  -7.99360  -0.823
C  -0.32265  -2.33241  -7.41933  0.440
O  0.15376  -3.02955  -8.39486  -0.721
C  0.51542  -1.40469  -6.59336  0.582
C  1.83805  -1.24893  -6.99792  -1.175
C  2.62091  -0.17753  -6.57658  -0.936
C  2.07957  0.57324  -5.52004  -0.051
C  0.80793  0.38265  -4.94778  0.286
C  -0.01700  -0.57322  -5.59453  0.462
C  -1.48577  -0.72011  -5.18303  0.318
O  -1.92870  -0.29269  -4.12755  -0.670
H  -4.75982  -3.78961  -8.20870  0.377
H  -5.56024  -2.73808  -6.38458  0.433
H  -4.29412  -1.33296  -5.01116  0.527
H  -2.37392  -3.59654  -8.90984  0.447
H  2.10467  -1.76686  -7.90735  0.493
H  3.63414  0.11027  -6.81515  0.489
H  2.66979  1.38488  -5.12093  -0.121
H  0.44365  0.84607  -4.04282  0.179
C  -9.70191  6.06082  0.03603  -0.585
C  -9.13463  7.01102  0.98100  -0.496
C  -7.78121  7.24571  0.98142  -0.825
C  -6.98301  6.64519  0.00610  0.513
C  -7.49288  5.76657  -0.98895  0.215
C  -8.86995  5.51776  -0.98380  -0.681
C  -6.60313  5.10878  -2.08572  0.103
O  -7.17344  4.46871  -2.97172  -0.712
C  -5.17351  5.03180  -1.72242  0.183
C  -4.43524  3.98580  -2.33160  -0.708
C  -3.08958  3.91567  -2.07537  0.134
C  -2.48778  4.90816  -1.25554  0.164
C  -3.21423  5.92729  -0.69382  -0.793
C  -4.59118  5.95166  -0.76055  0.736
C  -5.47185  6.87002  0.05397  0.244
O  -4.97878  7.62353  0.90501  -0.729
H  -10.75310  5.81324  0.02575  0.416
H  -9.79092  7.54455  1.65259  0.417
H  -7.40908  7.93365  1.72617  0.514
H  -9.25298  4.86622  -1.75528  0.545
H  -4.90646  3.35644  -3.07204  0.731
H  -2.51564  3.14606  -2.57005  0.321
H  -1.45706  4.70432  -1.00563  -0.482
H  -2.62195  6.50318  0.00184  0.652
C  1.93150  -3.12062  2.06772  -0.019
C  0.54060  -3.05423  2.21933  -1.287
C  -0.21229  -2.08998  1.51225  -1.315
C  0.49376  -1.24835  0.64822  1.044
C  1.88263  -1.40200  0.44698  1.183
C  2.59407  -2.28092  1.19430  -0.610
C  2.60208  -0.49637  -0.65607  -0.272
O  3.81439  -0.68578  -0.91593  -1.026
C  1.74930  0.61168  -1.19815  1.012
C  2.46230  1.58879  -1.98719  -0.911
C  1.82411  2.71155  -2.41803  -0.462
C  0.45101  2.87410  -2.15904  0.734
C  -0.24918  1.93232  -1.35047  -0.163
C  0.42719  0.87465  -0.83992  0.616
C  -0.34757  -0.12272  0.08290  0.091
O  -1.49240  0.03470  0.46115  -0.994
H  2.54986  -3.85622  2.56060  0.634
H  0.19917  -3.79469  2.92753  0.604
H  -1.28538  -2.01696  1.60999  0.745
H  3.66354  -2.23842  1.05002  0.274
H  3.52709  1.47613  -2.12834  0.691
H  2.27251  3.51028  -2.99019  0.056
H  -0.09774  3.69783  -2.59117  -0.601
H  -1.28661  2.16658  -1.16269  -0.271

Cartesian forces (eV/Å) of the 6 atoms listed first:
C 0.5 0.3 -0.7
O -1.0 -1.2 0.1
C 1.3 -0.6 0.9
C -0.7 -0.4 -0.6
O 1.6 0.1 0.9
C -0.3 -0.6 0.7


Entry 2:
ORCA calculation (the ωB97M-V functional and the def2-TZVPD basis) on the molecule C12H10 at a distorted geometry.

Results
SMILES: c1ccc(-c2ccccc2)cc1
Energy above the lowest of the compared OMol25 structures with the same formula, charge and spin, eV: 3.115
Total energy, eV: -12602.543
Lowest unoccupied orbital energy, Ha: 0.036
Kohn-Sham gap, eV: 9.9261
2S+1: 1

Each line ends with the natural charge from an NBO analysis.
Element x y z (Å)
C  -3.57279  -0.03480  -0.05562  -0.239
C  -2.89812  0.80726  0.85868  -0.180
C  -1.43104  0.81372  0.86413  -0.243
C  -0.72708  -0.03406  0.04853  0.040
C  -1.44290  -0.87574  -0.86552  -0.182
C  -2.89008  -0.82942  -0.82056  -0.185
C  0.77274  -0.00780  0.05299  -0.075
C  1.50340  -0.88458  0.75716  -0.196
C  2.89783  -0.99698  0.73055  -0.157
C  3.58426  0.01779  0.00762  -0.193
C  2.79530  0.95033  -0.78420  -0.205
C  1.44251  0.93860  -0.74094  -0.208
H  -4.61184  0.21029  -0.18087  0.213
H  -3.61071  1.38776  1.48770  0.216
H  -0.94947  1.57473  1.49630  0.219
H  -0.91480  -1.25259  -1.52219  0.181
H  -3.33676  -1.37887  -1.49513  0.195
H  1.05375  -1.70184  1.41829  0.212
H  3.37531  -1.65999  1.07027  0.168
H  4.51185  0.10826  -0.26337  0.193
H  3.45975  1.82502  -1.19785  0.212
H  0.81876  1.70129  -1.13014  0.215

Cartesian forces (eV/Å) of the 6 atoms listed first:
C -0.9 4.0 3.6
C 1.3 -0.4 -0.4
C -3.6 1.2 1.4
C -0.4 -1.0 -1.2
C -5.7 5.7 8.2
C 6.5 -0.8 -0.8